Record 1
Here is a 14-piece molecular cluster, C25H78N14O14 overall from the OMol25 dataset. Energies are from the ωB97M-V functional and the def2-TZVPD basis.

Properties
- Multiplicity: 1
- Kohn-Sham gap: 9.02 eV

Structure (XYZ):
```
131
Properties=species:S:1:pos:R:3:lowdin_charge:R:1
C -1.53536 2.70660 2.06566 -0.72
O -0.52046 2.19807 1.60513 0.00
N -2.51809 3.28190 1.42762 0.21
N -1.75757 2.73036 3.35015 0.19
H -3.36275 3.56379 1.89784 0.12
H -2.50030 3.20247 0.42026 0.10
H -1.11090 2.19251 3.91797 0.06
H -2.62701 3.09362 3.70611 0.12
C 2.19385 -4.04229 -1.68957 -0.76
O 2.42104 -2.92510 -1.23337 0.01
N 1.85092 -4.25382 -2.95701 0.19
N 2.22925 -5.07583 -0.93943 0.18
H 1.82181 -3.44180 -3.55518 0.06
H 1.62970 -5.17382 -3.30330 0.11
H 2.46609 -4.92401 0.02779 0.11
H 1.73472 -5.88231 -1.28895 0.12
C -0.38702 3.35178 -2.14839 -0.73
O -1.58408 3.34481 -1.90905 0.02
N 0.49647 3.91426 -1.37925 0.21
N 0.16315 2.78987 -3.22079 0.18
H 0.19525 4.41088 -0.55458 0.11
H 1.42916 3.78265 -1.73866 0.10
H -0.34834 2.45807 -4.02244 0.10
H 1.15569 2.87483 -3.37928 0.11
C 0.51857 -1.27522 -5.16131 -0.77
O 1.36371 -2.09842 -4.97551 0.04
N 0.61882 -0.04724 -4.72444 0.19
N -0.55849 -1.43700 -5.85383 0.19
H -0.03407 0.57141 -5.17818 0.09
H 1.41282 0.31934 -4.22224 0.11
H -1.15606 -0.65778 -6.07734 0.12
H -0.51843 -2.26174 -6.43423 0.13
C 0.78251 0.75009 4.75316 -0.70
O -0.40632 0.97891 5.03129 -0.02
N 1.70553 0.36580 5.59461 0.18
N 1.20130 0.70716 3.49335 0.20
H 2.60307 0.13525 5.19360 0.09
H 1.66485 0.53576 6.58733 0.12
H 2.15863 0.52700 3.22861 0.07
H 0.53052 0.70018 2.74035 0.07
C 3.73413 -1.58841 2.66411 -0.74
O 3.88654 -0.46108 3.09712 0.00
N 3.28380 -1.78540 1.42302 0.20
N 3.65212 -2.63254 3.42632 0.18
H 3.28287 -1.02910 0.75577 0.11
H 3.23374 -2.74278 1.11153 0.08
H 3.57567 -3.52981 2.97290 0.11
H 4.01461 -2.56168 4.36455 0.12
C 4.97420 -1.15894 -3.74786 -0.76
O 6.13237 -0.77190 -3.71050 0.02
N 4.47637 -1.99647 -4.62573 0.16
N 3.98554 -0.71377 -2.99002 0.17
H 3.47944 -2.10243 -4.73625 0.06
H 5.03250 -2.35481 -5.38654 0.11
H 3.07851 -1.14393 -3.07574 0.07
H 4.23642 0.02855 -2.35383 0.08
C -4.80224 -0.21490 -2.71196 -0.08
C -3.51033 0.55698 -2.52514 -0.30
O -3.94362 1.72769 -1.82085 -0.11
H -5.21972 -0.59052 -1.77688 0.06
H -4.66247 -1.09282 -3.34374 0.06
H -5.63272 0.39346 -3.07028 0.08
H -2.98300 0.79731 -3.44942 0.10
H -2.81684 0.10684 -1.81301 0.09
H -3.21106 2.34792 -1.74696 0.02
C -0.24938 -0.96645 0.30616 -0.06
C 0.18683 0.00611 -0.73653 -0.31
O 0.98849 0.92338 -0.13110 -0.11
H -0.34376 -0.56108 1.31388 0.06
H 0.45291 -1.77234 0.52523 0.06
H -1.19926 -1.42794 0.03159 0.06
H -0.63521 0.60886 -1.12882 0.10
H 0.75038 -0.51458 -1.51164 0.11
H 0.43784 1.46019 0.45242 0.03
C -0.49566 -4.57422 1.34006 -0.10
C -1.50753 -3.88054 2.21763 -0.26
O -2.63402 -3.68523 1.32099 -0.11
H -0.70654 -5.63623 1.21606 0.09
H 0.52072 -4.58016 1.73915 0.06
H -0.33521 -4.04518 0.40060 0.06
H -1.15520 -2.94281 2.64857 0.10
H -1.78803 -4.52749 3.04984 0.11
H -3.34132 -3.30448 1.84932 0.08
C 5.36762 1.45359 0.05947 -0.05
C 3.98988 2.10292 -0.13331 -0.50
C 4.14778 3.63729 -0.12951 -0.04
O 3.26825 1.66669 -1.24911 -0.07
H 6.01174 1.89792 0.81737 0.08
H 5.90275 1.56985 -0.88521 0.08
H 5.30133 0.37677 0.21741 0.06
H 3.42993 1.75764 0.73868 0.12
H 4.82180 3.86547 -0.95682 0.08
H 4.57024 4.06581 0.77830 0.08
H 3.17359 4.04634 -0.39727 0.05
H 2.40318 1.43815 -0.88562 0.02
C -4.61610 -3.77324 -1.41049 -0.05
C -3.29983 -4.26925 -2.03831 -0.49
C -2.35281 -3.15251 -2.45105 -0.04
O -2.69054 -5.13278 -1.12099 -0.07
H -5.12352 -4.64531 -0.99968 0.09
H -5.25793 -3.34329 -2.18159 0.07
H -4.48154 -2.92656 -0.73668 0.05
H -3.61909 -4.93914 -2.83803 0.13
H -2.54783 -2.78231 -3.45768 0.07
H -1.32588 -3.51028 -2.37306 0.07
H -2.45290 -2.34500 -1.72474 0.05
H -2.67999 -4.69474 -0.26261 0.03
C -3.11276 -0.37749 2.82716 -0.04
C -4.54768 0.07246 2.63648 -0.49
C -5.00457 -0.12067 1.18377 -0.04
O -5.36878 -0.61927 3.55277 -0.04
H -2.58409 -0.23173 1.88444 0.07
H -2.95476 -1.38171 3.21883 0.08
H -2.62764 0.31053 3.52059 0.06
H -4.66986 1.13639 2.84883 0.12
H -4.53792 0.55637 0.46803 0.06
H -6.07847 0.07059 1.17831 0.08
H -4.84695 -1.12838 0.79723 0.06
H -5.33584 -0.18463 4.40797 0.09
C 1.27707 5.05569 3.84965 -0.04
C 0.52282 5.61652 2.64473 -0.50
C 0.68465 7.13017 2.36490 -0.04
O 0.96002 4.92554 1.50868 -0.07
H 1.19553 3.96997 3.90300 0.07
H 0.81619 5.49227 4.73714 0.08
H 2.33543 5.31691 3.86273 0.08
H -0.54327 5.46053 2.82181 0.12
H 1.68084 7.45307 2.67009 0.07
H -0.01272 7.66803 3.00710 0.07
H 0.56884 7.35188 1.30494 0.08
H 0.59870 4.03464 1.49277 0.05
```

=====

Record 2
Here is a 2-piece molecular cluster, C25H9BF12N3O6S overall from the OMol25 dataset. Energies are from the ωB97M-V functional and the def2-TZVPD basis.

Properties
- Multiplicity: 1
- Net charge: -1
- Kohn-Sham gap: 5.60 eV
- Energy relative to the best compared isomer or geometry (same formula, charge and spin): 1.6 kcal/mol

Structure (XYZ):
```
57
Properties=species:S:1:pos:R:3:nbo_charge:R:1
F 0.56463 4.82206 -3.66394 -0.34
C 0.35843 3.60003 -3.06576 0.40
C -0.83194 2.91810 -3.30089 -0.40
C -0.99339 1.65913 -2.72392 0.50
F -2.19808 1.04801 -2.97422 -0.35
C -0.01706 1.02844 -1.93503 -0.33
B -0.08202 -0.43465 -1.25756 -0.01
C -1.46278 -1.22805 -1.54966 -0.30
C -2.44820 -1.31771 -0.57380 0.43
F -2.26202 -0.66021 0.62066 -0.37
C -3.65833 -1.99297 -0.71106 -0.37
C -3.92446 -2.57837 -1.94546 0.40
F -5.14233 -3.18571 -2.14651 -0.34
C -2.99533 -2.53963 -2.98191 -0.37
C -1.78937 -1.87659 -2.75296 0.45
F -0.90378 -1.84793 -3.79914 -0.34
C 1.14748 -1.37808 -1.73516 -0.31
C 1.53131 -2.43241 -0.90470 0.51
F 0.79927 -2.66124 0.24080 -0.36
C 2.58693 -3.30096 -1.15943 -0.40
C 3.26551 -3.14722 -2.36167 0.40
F 4.27881 -4.02300 -2.67900 -0.34
C 2.93253 -2.13698 -3.26332 -0.37
C 1.88404 -1.27944 -2.92496 0.44
F 1.57969 -0.31946 -3.85577 -0.34
H 0.04364 -0.28600 -0.02258 -0.02
C 1.13114 1.79935 -1.72271 0.44
F 2.11465 1.27149 -0.92439 -0.34
C 1.35368 3.06594 -2.25039 -0.38
H -1.62338 3.34344 -3.91366 0.23
H -4.34941 -2.02269 0.12107 0.23
H -3.19226 -3.00523 -3.94582 0.23
H 2.84230 -4.07191 -0.43886 0.23
H 3.46347 -2.00801 -4.20255 0.23
H 2.27172 3.60018 -2.02970 0.24
O 2.99252 2.23780 1.92023 -0.89
S 2.59964 0.94988 2.42871 2.09
O 2.96371 -0.29413 1.79298 -0.87
C 3.19117 0.87393 4.22462 0.75
F 4.53196 0.87521 4.25648 -0.30
F 2.73077 1.94499 4.91097 -0.31
F 2.73384 -0.25043 4.82126 -0.31
C 0.81393 0.95176 2.63327 -0.38
C 0.12572 -0.26911 2.60550 -0.04
C -1.16468 -0.24821 3.13231 0.03
N -2.05791 -1.30333 3.31788 0.43
O -1.97650 -2.50764 3.13742 -0.33
O -3.28884 -0.69676 3.61735 -0.13
N -3.17244 0.67473 3.74157 -0.08
C -1.86312 0.92787 3.45928 0.10
C -1.16595 2.18319 3.35460 0.00
N -1.77652 3.46538 3.63890 0.50
O -2.98665 3.56504 3.91343 -0.35
O -1.02519 4.46816 3.58623 -0.39
C 0.17758 2.16084 2.94924 -0.09
H 0.61076 -1.22477 2.41969 0.29
H 0.73116 3.09387 2.87206 0.29
```

=====

Record 3
Here is C26H15Cl2CoN4O6 as an isolated structure from the OMol25 dataset. Energies are from the ωB97M-V functional and the def2-TZVPD basis.

Properties
- Multiplicity: 2
- Net charge: -1
- Kohn-Sham gap (alpha / beta): 6.65 / 6.82 eV
- <S²>: 0.905

Structure (XYZ):
```
54
Properties=species:S:1:pos:R:3:nbo_charge:R:1
Co -0.54526 -1.40017 -0.48109 1.17
Cl -7.02386 0.14543 -1.88699 -0.02
C -5.59576 -0.48077 -1.13779 -0.08
C -4.37036 -0.27447 -1.74649 -0.28
C -3.22286 -0.79817 -1.15879 0.23
N -1.95396 -0.76607 -1.67499 -0.67
C -1.63416 -0.43457 -2.94279 0.61
O -2.38536 -0.03827 -3.83259 -0.66
C -0.17536 -0.64927 -3.16869 0.15
C 0.46484 -0.07347 -4.25619 -0.23
C 1.81604 -0.29727 -4.44689 -0.15
C 2.48474 -1.07267 -3.50619 -0.25
C 1.77394 -1.62927 -2.46379 0.11
N 0.46344 -1.44677 -2.27849 -0.48
C -3.31386 -1.49267 0.08261 0.12
C -4.55896 -1.68287 0.68071 -0.26
C -5.68966 -1.17767 0.06271 -0.09
Cl -7.23606 -1.39727 0.80821 -0.02
N -2.10136 -1.93007 0.54571 -0.67
C -1.92156 -2.72587 1.62521 0.61
O -2.79036 -3.25547 2.32021 -0.66
C -0.47556 -2.91307 1.88541 0.15
C -0.04296 -3.36047 3.12611 -0.22
C 1.30024 -3.57597 3.35091 -0.16
C 2.18414 -3.25147 2.31511 -0.26
C 1.68404 -2.75507 1.12961 0.07
N 0.37934 -2.61577 0.87011 -0.45
H -4.28926 0.26793 -2.67629 0.26
H -0.12346 0.52773 -4.93429 0.24
H 2.33464 0.11713 -5.29789 0.21
H 3.54154 -1.26427 -3.58999 0.21
H 2.28404 -2.27167 -1.76309 0.19
H -4.63486 -2.23857 1.60281 0.26
H -0.79246 -3.53257 3.88201 0.24
H 1.65274 -3.97077 4.29321 0.21
H 3.25224 -3.38557 2.42411 0.22
H 2.35674 -2.45187 0.33911 0.21
O 2.47364 0.26203 -0.56849 -0.74
C 1.51284 0.78653 -0.01419 0.78
O 0.35514 0.28743 0.13531 -0.81
C 1.66814 2.16393 0.61461 -0.14
C 0.55234 2.85633 1.06401 -0.18
C 0.66784 4.09793 1.67931 -0.27
C 1.93744 4.60623 1.82311 0.21
O 2.33324 5.79843 2.39201 -0.49
C 3.74154 5.78783 2.35771 0.24
O 4.19364 4.65133 1.66271 -0.50
C 3.06194 3.91233 1.37751 0.27
C 2.95364 2.69183 0.76161 -0.25
H -0.41436 2.39763 0.93311 0.24
H -0.19376 4.63943 2.03261 0.22
H 4.13684 5.77053 3.39021 0.14
H 4.11444 6.69573 1.85831 0.15
H 3.80984 2.14633 0.40021 0.24
```